Entry 1:
Computed, not measured: one molecule with the formula C3H4ClNOS at a distorted geometry, with the ωB97M-V functional and the def2-TZVPD basis.

Structure (XYZ):
```
11
C3H4ClNOS (the ωB97M-V functional and the def2-TZVPD basis)
O 2.1060 0.3819 -1.6580
N 1.0725 0.7361 -0.8161
C 0.5933 -0.4000 -0.3235
C -0.5534 -0.6370 0.6946
Cl -1.7376 -1.8384 0.0104
C -1.3415 0.6251 0.8516
S -1.5708 1.3407 2.2374
H 2.3214 1.2855 -1.8173
H 0.9168 -1.3924 -0.7297
H 0.0239 -0.9976 1.6450
H -1.8307 0.8959 -0.0944
```

Results
Energy in a.u.: -1104.97294
SMILES: O/N=C/[C@H](Cl)C=S
Frontier orbital gap in Ha: 0.3154
Charge: 0
ΔE to the lowest compared entry with this formula, charge and spin in kJ/mol: 291.8
Spin multiplicity: 1


Entry 2:
Computed, not measured: one molecule with the formula C3H4ClNS at a distorted geometry, with the ωB97M-V functional and the def2-TZVPD basis.

Structure (XYZ):
```
10
C3H4ClNS (the ωB97M-V functional and the def2-TZVPD basis)
N 0.2167 -1.2422 1.3803
C 0.6394 -0.2573 0.5285
S 2.2120 0.3874 0.6109
C -0.3796 0.1250 -0.4888
C -0.3420 1.0794 -1.3555
Cl -1.6340 1.6125 -2.4231
H 0.8190 -1.4745 2.1339
H -0.7698 -1.4352 1.5855
H -1.2835 -0.4697 -0.4011
H 0.5218 1.6747 -1.5707
```

Results
Energy in a.u.: -1029.82536
SMILES: NC(=S)/C=C/Cl
Frontier orbital gap in Ha: 0.3067
Charge: 0
ΔE to the lowest compared entry with this formula, charge and spin in kJ/mol: 12.3
Spin multiplicity: 1


Entry 3:
Computed, not measured: a 2-piece molecular cluster, C3H4ClNS overall at a distorted geometry, with the ωB97M-V functional and the def2-TZVPD basis.

Structure (XYZ):
```
10
C3H4ClNS (the ωB97M-V functional and the def2-TZVPD basis)
C -1.8279 1.3052 -1.1831
C 0.8403 -0.4670 1.2790
C -0.7112 0.6532 -0.7395
N -2.8045 1.7579 -1.5844
S -0.8490 -0.0540 0.7991
Cl 1.4493 -1.7764 -1.5635
H 1.5199 -0.9234 0.4671
H 0.8744 -1.3372 1.9462
H 1.2845 0.2845 1.8292
H 0.2242 0.5572 -1.2501
```

Results
Energy in a.u.: -1029.72055
Frontier orbital gap (alpha / beta) in Ha: 0.1977 / 0.1663
Charge: 0
ΔE to the lowest compared entry with this formula, charge and spin in kJ/mol: 287.5
Spin multiplicity: 1


Entry 4:
Computed, not measured: a 2-piece molecular cluster, C3H4ClO3S overall at a distorted geometry, with the ωB97M-V functional and the def2-TZVPD basis.

Structure (XYZ):
```
12
C3H4ClO3S (the ωB97M-V functional and the def2-TZVPD basis)
C 1.1591 0.2883 0.8827
C -1.6509 -0.2271 0.1390
C -0.5182 0.5826 -0.4015
O 1.5842 -1.7285 -0.3447
O 2.7925 0.2054 -1.3092
O 0.9066 0.1632 2.0303
S 2.5188 -0.5992 -0.1080
Cl -0.8444 2.3093 -0.3514
H -1.8057 -0.0114 1.1981
H -1.4072 -1.2809 0.0302
H -2.5897 -0.0179 -0.3860
H -0.1452 0.3163 -1.3796
```

Results
Energy in a.u.: -1200.81033
Frontier orbital gap in Ha: 0.2579
Charge: -1
ΔE to the lowest compared entry with this formula, charge and spin in kJ/mol: 157.8
Spin multiplicity: 1


Entry 5:
Computed, not measured: C3H4CuLiO4 as an isolated structure at a distorted geometry, with the ωB97M-V functional and the def2-TZVPD basis.

Structure (XYZ):
```
13
C3H4CuLiO4 (the ωB97M-V functional and the def2-TZVPD basis)
H 2.4762 0.2636 -2.5067
C 2.0461 1.0996 -1.9489
C 2.5766 2.0185 -0.9684
O 1.6149 0.9593 -0.6565
H 3.5604 1.8531 -0.5222
H 2.1626 3.0263 -0.8943
O -1.7994 -0.5487 0.3567
C -1.8795 -1.6635 0.9357
O -1.2377 -1.8646 2.0429
Cu 0.2260 -0.0188 0.5729
H -2.5869 -2.2788 2.4057
Li -4.0222 -0.8736 -0.0982
O -3.1373 -1.9722 1.2813
```

Results
Energy in a.u.: -2065.28964
Frontier orbital gap (alpha / beta) in Ha: 0.3060 / 0.3473
Charge: +1
ΔE to the lowest compared entry with this formula, charge and spin in kJ/mol: 296.4
Spin multiplicity: 2


Entry 6:
Computed, not measured: C3H4CuO3 as an isolated structure at a distorted geometry, with the ωB97M-V functional and the def2-TZVPD basis.

Structure (XYZ):
```
11
C3H4CuO3 (the ωB97M-V functional and the def2-TZVPD basis)
H 1.5696 -0.9881 -0.2376
H -1.8657 -1.7409 1.1532
C -0.8709 -1.3381 0.9135
C -0.7572 -0.5710 -0.2277
O -0.1258 0.6685 0.0623
C -0.1910 1.6478 -0.8252
O 1.0513 1.9212 -1.1187
Cu 1.5764 -0.2044 1.3861
O 0.0408 -1.3025 1.8366
H -1.5129 -0.5298 -1.0091
H 1.0855 2.4371 -1.9335
```

Results
Energy in a.u.: -1982.64586
Frontier orbital gap (alpha / beta) in Ha: 0.2555 / 0.2113
Charge: 0
ΔE to the lowest compared entry with this formula, charge and spin in kJ/mol: 520.0
Spin multiplicity: 2


Entry 7:
Computed, not measured: C3H4EuLiO4 as an isolated structure at a distorted geometry, with the ωB97M-V functional and the def2-TZVPD basis.

Structure (XYZ):
```
13
C3H4EuLiO4 (the ωB97M-V functional and the def2-TZVPD basis)
H 1.9289 2.0074 0.0077
C 1.3206 1.1563 -0.3262
C 1.2319 1.1087 -1.7988
O 0.1522 1.7048 -1.0916
H 1.8017 1.8192 -2.4053
H 0.9875 0.1714 -2.3092
O -1.3114 -0.4813 0.4862
C -1.6554 -1.3422 1.3653
O -2.6557 -2.0074 1.4884
Li -1.5344 0.9297 -0.7192
H -0.6275 -2.7143 2.3247
Eu 0.8315 -0.5267 1.0522
O -0.4698 -1.8256 1.9256
```

Results
Energy in a.u.: -1134.84087
Frontier orbital gap (alpha / beta) in Ha: 0.2881 / 0.3567
Charge: +2
Spin multiplicity: 7


Entry 8:
Computed, not measured: C3H4F2KNO7S2 as an isolated structure at a distorted geometry, with the ωB97M-V functional and the def2-TZVPD basis.

Structure (XYZ):
```
20
C3H4F2KNO7S2 (the ωB97M-V functional and the def2-TZVPD basis)
K -0.2166 -0.1368 1.0322
N 0.4293 5.0759 1.5988
S -0.2972 3.8335 2.2358
O -0.7145 3.9464 3.5873
O 0.2428 2.5659 1.8019
F -1.6548 3.8930 1.3880
S 1.7381 5.3445 2.5247
O 2.6138 4.2294 2.6672
O 1.4532 6.1500 3.6541
F 2.4634 6.3117 1.5131
C -0.8525 -4.5325 -3.0783
C -0.0789 -4.8846 -1.8101
O -0.0123 -3.6123 -1.1284
C -0.9238 -2.7794 -1.6482
O -1.1617 -1.6825 -1.2447
O -1.5834 -3.3553 -2.6691
H -1.5655 -5.3006 -3.3542
H -0.2106 -4.2465 -3.9078
H 0.9325 -5.2307 -1.9955
H -0.6015 -5.5891 -1.1669
```

Results
Energy in a.u.: -2294.23556
Frontier orbital gap in Ha: 0.2858
Charge: 0
Spin multiplicity: 1